(1)
Here is a cluster of 2 separate species, C4H10NPS in total from OMol25. Energies are from ωB97M-V/def2-TZVPD.

The geometry in XYZ format:
```
17
Properties=species:S:1:pos:R:3:lowdin_charge:R:1
C 3.180 -0.959 1.125 -0.44
H -1.573 -1.006 -1.571 0.08
H 2.930 -0.256 0.343 0.00
H 3.459 -1.936 0.802 0.00
P 1.742 -0.927 2.295 0.32
H -2.537 1.636 0.036 0.04
H -1.626 -1.715 -0.036 0.08
H -2.894 -0.366 -0.402 0.08
H -1.345 1.866 1.378 0.10
C -1.484 1.684 0.266 -0.04
C -0.868 0.313 -0.181 -0.49
H -0.999 2.458 -0.318 0.07
N 0.380 0.283 -0.345 0.08
H 0.608 -0.742 -0.487 0.06
C -1.878 -0.771 -0.549 -0.04
H 4.120 -0.583 1.623 0.04
S 1.791 0.593 3.495 0.05
```

Properties
- LUMO level (Eh) = -0.032
- energy above the lowest of the compared OMol25 structures with the same formula, charge and spin (kJ/mol) = 75.89
- largest force on an atom (Eh/bohr) = 0.05333
- DFT total energy (eV) = -25923.1482
- SMILES string = CC(C)=N.CP=S
- charge = 0
- 2S+1 = 1


(2)
Here is a cluster of 2 separate species, C4H10NS in total from OMol25. Energies are from ωB97M-V/def2-TZVPD.

The geometry in XYZ format:
```
16
Properties=species:S:1:pos:R:3:lowdin_charge:R:1
H -3.393 -1.319 -0.507 -0.02
S -1.192 -0.556 -1.277 0.16
C 1.041 0.464 1.111 -0.37
C 1.965 -1.532 0.399 -0.09
H 1.060 1.091 -0.939 0.02
H -3.282 0.451 -0.492 -0.02
H -3.516 -0.406 -2.010 -0.03
H 0.148 2.159 0.112 0.06
H 1.109 0.906 2.114 0.09
H 2.806 -2.217 0.249 0.05
H 0.096 -0.082 1.044 0.03
H 0.972 -1.837 0.046 0.02
H 1.930 2.193 0.192 0.06
C -2.994 -0.450 -1.046 -0.73
N 2.199 -0.421 0.956 -0.06
C 1.052 1.555 0.049 -0.17
```

Properties
- LUMO level (Eh) = 0.155
- energy above the lowest of the compared OMol25 structures with the same formula, charge and spin (kJ/mol) = 66.76
- largest force on an atom (Eh/bohr) = 0.00697
- DFT total energy (eV) = -16635.4193
- charge = -1
- 2S+1 = 1


(3)
Here is the ion C4H10NS with charge -1 from OMol25. Energies are from ωB97M-V/def2-TZVPD.

The geometry in XYZ format:
```
16
Properties=species:S:1:pos:R:3:lowdin_charge:R:1
H 0.073 -1.148 -0.659 0.09
C -0.672 0.624 1.617 -0.76
S -2.143 -0.374 1.170 0.07
H 3.155 -0.640 -0.965 0.06
C 0.432 0.757 0.517 -0.30
C 0.238 -0.070 -0.774 -0.31
H -0.982 1.571 2.051 0.01
C 2.444 -0.754 -1.787 -0.17
N 1.315 0.186 -1.790 -0.15
H -0.150 0.078 2.416 0.01
H 0.425 1.775 0.097 0.09
H 1.944 -1.709 -2.011 0.08
H 3.144 -0.512 -2.622 0.06
H -0.659 0.405 -1.179 0.08
H 1.412 0.506 0.969 0.09
H 1.717 0.980 -1.283 0.06
```

Properties
- LUMO level (Eh) = 0.137
- energy above the lowest of the compared OMol25 structures with the same formula, charge and spin (kJ/mol) = 102.33
- largest force on an atom (Eh/bohr) = 0.04233
- DFT total energy (eV) = -16635.0507
- SMILES string = CNCCC[S-]
- charge = -1
- 2S+1 = 1


(4)
Here is a cluster of 2 separate species, C4H10NS2 in total from OMol25. Energies are from ωB97M-V/def2-TZVPD.

The geometry in XYZ format:
```
17
Properties=species:S:1:pos:R:3:lowdin_charge:R:1
S -0.018 2.525 0.015 0.74
H -2.134 1.093 0.434 -0.16
H 1.916 -2.793 -1.310 0.12
H 0.504 3.735 0.132 -0.12
H -0.614 0.806 3.280 0.06
C 0.665 -1.120 -1.110 -0.10
C -0.701 1.107 2.249 -0.60
H 1.345 -0.475 -0.567 0.15
H 0.699 2.675 2.334 0.07
S -1.870 0.146 1.349 0.72
H -0.417 0.447 -1.751 0.09
H 0.777 -2.885 -0.008 0.12
C 0.023 2.094 1.730 -0.57
H 0.197 -3.123 -1.675 0.10
H -0.961 -1.114 -2.291 0.16
C 0.882 -2.557 -1.047 -0.01
N -0.293 -0.561 -1.763 0.23
```

Properties
- LUMO level (Eh) = -0.170
- energy above the lowest of the compared OMol25 structures with the same formula, charge and spin (kJ/mol) = 21.94
- largest force on an atom (Eh/bohr) = 0.01147
- DFT total energy (eV) = -27463.3000
- charge = +1
- 2S+1 = 1


Copy entry 3 word for word.
Here is the ion C4H10NS with charge -1 from OMol25. Energies are from ωB97M-V/def2-TZVPD.

The geometry in XYZ format:
```
16
Properties=species:S:1:pos:R:3:lowdin_charge:R:1
H 0.073 -1.148 -0.659 0.09
C -0.672 0.624 1.617 -0.76
S -2.143 -0.374 1.170 0.07
H 3.155 -0.640 -0.965 0.06
C 0.432 0.757 0.517 -0.30
C 0.238 -0.070 -0.774 -0.31
H -0.982 1.571 2.051 0.01
C 2.444 -0.754 -1.787 -0.17
N 1.315 0.186 -1.790 -0.15
H -0.150 0.078 2.416 0.01
H 0.425 1.775 0.097 0.09
H 1.944 -1.709 -2.011 0.08
H 3.144 -0.512 -2.622 0.06
H -0.659 0.405 -1.179 0.08
H 1.412 0.506 0.969 0.09
H 1.717 0.980 -1.283 0.06
```

Properties
- LUMO level (Eh) = 0.137
- energy above the lowest of the compared OMol25 structures with the same formula, charge and spin (kJ/mol) = 102.33
- largest force on an atom (Eh/bohr) = 0.04233
- DFT total energy (eV) = -16635.0507
- SMILES string = CNCCC[S-]
- charge = -1
- 2S+1 = 1


Please write out number 4 again, unchanged.
Here is a cluster of 2 separate species, C4H10NS2 in total from OMol25. Energies are from ωB97M-V/def2-TZVPD.

The geometry in XYZ format:
```
17
Properties=species:S:1:pos:R:3:lowdin_charge:R:1
S -0.018 2.525 0.015 0.74
H -2.134 1.093 0.434 -0.16
H 1.916 -2.793 -1.310 0.12
H 0.504 3.735 0.132 -0.12
H -0.614 0.806 3.280 0.06
C 0.665 -1.120 -1.110 -0.10
C -0.701 1.107 2.249 -0.60
H 1.345 -0.475 -0.567 0.15
H 0.699 2.675 2.334 0.07
S -1.870 0.146 1.349 0.72
H -0.417 0.447 -1.751 0.09
H 0.777 -2.885 -0.008 0.12
C 0.023 2.094 1.730 -0.57
H 0.197 -3.123 -1.675 0.10
H -0.961 -1.114 -2.291 0.16
C 0.882 -2.557 -1.047 -0.01
N -0.293 -0.561 -1.763 0.23
```

Properties
- LUMO level (Eh) = -0.170
- energy above the lowest of the compared OMol25 structures with the same formula, charge and spin (kJ/mol) = 21.94
- largest force on an atom (Eh/bohr) = 0.01147
- DFT total energy (eV) = -27463.3000
- charge = +1
- 2S+1 = 1